# 1
A structure of composition C35H39BEuN13O5. Source: the OMol25 dataset; level of theory: ωB97M-V/def2-TZVPD.

Values from the calculation:
**HOMO-LUMO gap (spin up / spin down)**: 4.859 / 7.401 eV
**E_tot**: -86547.9597 eV
**HOMO (spin up / spin down)**: -2.562 / -5.104 eV
**E_LUMO (spin up / spin down)**: 2.298 / 2.297 eV

```
! RIJCOSX wB97M-V def2-TZVPD def2/J DEFGRID3
* xyz -1 8
Eu 0.2919 0.4068 0.1003
O -1.5691 3.1821 2.8557
O 1.0148 4.4510 0.4551
O 2.5043 0.3180 0.2465
O 4.1369 1.6685 0.9490
O 0.1779 4.0102 3.7935
N 0.6205 -1.8877 -0.9516
N 0.3573 2.1506 2.5391
N 1.5059 -0.1537 2.7178
N -0.3451 3.1803 3.0570
N 2.4258 3.2967 2.5672
N -1.6382 2.1693 0.0795
N -1.1376 0.0413 -1.9933
N 2.3023 1.0157 2.8970
N -0.4817 -2.6709 -1.0240
N -1.4455 -1.1269 1.4201
N -2.1199 -0.8432 -1.7069
N -2.2206 -1.9094 0.6225
N 1.1316 2.4464 -0.7192
C 1.6638 -2.6797 -1.2156
C 1.2287 -4.0005 -1.4133
C 2.5965 2.4947 -0.7112
C 5.4200 -2.4963 -1.2470
C 3.1525 1.4117 0.2186
C -4.1086 -3.5763 0.7703
C -3.2594 -0.5127 -2.3541
C -3.0057 0.6159 -3.0987
C -1.4509 3.0628 -4.0968
C 5.6323 -1.3485 -1.9945
C 4.5443 -0.6212 -2.4577
C -2.9151 -2.3042 2.6657
C -1.0177 3.4488 -0.3388
C -0.6631 -1.6832 4.7991
C -4.5393 -1.2730 -2.2485
C 4.1293 -2.9178 -0.9641
C 3.2567 -1.0410 -2.1757
C -1.0716 0.9572 5.5295
C 1.6999 2.1939 2.6512
C -0.6977 4.0086 -4.7742
C 0.5244 1.7508 -3.7332
C -1.6503 0.9075 -2.8747
C -1.8660 -1.3737 2.6664
C -3.1105 -2.6222 1.3428
C 0.5100 3.4696 -0.1447
C -1.3275 -0.8202 3.9245
C -0.1418 -3.9487 -1.3030
C -0.8461 1.9280 -3.5585
C -0.1928 -1.2235 6.0200
C 1.2732 2.6889 -4.4232
C 3.0346 -2.1898 -1.4203
C -0.3878 0.1025 6.3825
C 0.6674 3.8243 -4.9397
C -1.1216 -5.0668 -1.4409
C -1.5519 0.4950 4.3125
B -1.9169 -2.1304 -0.8790
H 6.6407 -1.0241 -2.2190
H 2.4017 -0.4948 -2.5460
H 3.9661 -3.8115 -0.3732
H 3.4085 3.1607 2.3773
H -4.7315 -3.0974 0.0153
H -4.7543 -3.9429 1.5667
H -1.8673 2.2880 1.0601
H 4.7063 0.2753 -3.0444
H -0.5885 -5.9868 -1.6752
H -2.0936 1.1553 3.6514
H 0.9840 0.8566 -3.3408
H -2.5157 3.2162 -3.9663
H -1.6791 -5.2168 -0.5147
H 1.2508 4.5624 -5.4759
H -1.1939 3.5993 -1.4012
H 2.9664 3.4684 -0.3889
H 6.2674 -3.0676 -0.8865
H -2.6723 -2.9554 -1.2887
H -1.4271 4.3033 0.2054
H 2.3384 2.5417 -4.5540
H 3.2337 0.9419 2.4807
H -2.5277 2.0725 -0.3990
H -1.1759 4.8963 -5.1704
H 1.9750 4.0650 2.0701
H -4.4036 -2.3182 -2.5303
H 2.1216 -0.9456 2.8457
H -1.8416 -4.8686 -2.2359
H -4.9279 -1.2474 -1.2287
H 1.8280 -4.8639 -1.6523
H 2.9544 2.2971 -1.7306
H -3.4483 -2.6756 3.5256
H -0.5143 -2.7162 4.5074
H 0.3236 -1.9028 6.6872
H -0.0154 0.4682 7.3313
H -3.6169 -4.4310 0.3039
H 0.8312 -0.1598 3.4686
H -1.2307 1.9904 5.8126
H -5.2777 -0.8251 -2.9112
H -3.6966 1.1173 -3.7570
*
```

=====

# 2
A structure of composition C35H39BaN6O2Se2. Source: the OMol25 dataset; level of theory: ωB97M-V/def2-TZVPD.

Values from the calculation:
**HOMO-LUMO gap**: 5.147 eV
**E_tot**: -181354.3164 eV
**HOMO**: -4.248 eV
**E_LUMO**: 0.898 eV

```
! RIJCOSX wB97M-V def2-TZVPD def2/J DEFGRID3
* xyz -1 1
Ba 0.3216 -0.0340 -1.4983
Se 2.5048 0.4921 1.3823
Se 4.5435 0.4121 -3.5280
O -0.6698 -1.3869 -3.4197
O -0.1632 2.4384 -1.2485
N 5.7561 -0.2340 -2.3939
N 3.1547 -0.2831 -2.6505
N 2.8302 -1.5789 -0.7415
N -2.4780 0.8296 -1.6311
N -1.4046 -1.1576 1.0667
N -0.6383 -4.6181 -1.0139
C -0.2491 -4.1681 0.3182
C -1.3148 -2.5746 -5.3653
C 1.3229 1.9493 5.1221
C -1.6065 -4.9765 -5.2610
C -2.9836 -1.4508 -0.8823
C -1.6392 -3.7693 -5.9680
C 5.6716 -1.5334 -0.3284
C -2.5512 5.6628 -2.2286
C -2.9809 1.9889 -1.8132
C 1.9806 3.6342 1.2491
C 3.6542 -0.9250 -1.6171
C 1.9935 -0.3402 4.3907
C -2.3084 3.2757 -1.8278
C 1.0995 3.3042 4.9228
C -3.4022 -0.2957 -1.7813
C -1.1790 5.8182 -1.9903
C 1.3216 3.8137 3.6516
C -1.2531 -2.3770 1.8725
C -1.2338 -4.9525 -3.9326
C 3.4001 -2.1075 0.2968
C -1.0818 -0.0119 1.9270
C -2.7857 -1.0069 0.5699
C 1.9588 1.6396 2.8074
C 4.8227 -2.1104 0.5443
C 1.7488 3.0137 2.5956
C -1.4684 -3.6983 1.1346
C 0.6589 4.1931 6.0560
C 1.7492 1.1138 4.0946
C 5.0952 -0.8869 -1.4708
C -0.4900 -3.7215 -1.9014
C -3.0873 4.3976 -2.1431
C -0.9334 -2.5137 -3.9994
C -0.8914 -3.7578 -3.2986
C -0.9107 3.4271 -1.5706
C -0.3828 4.7453 -1.6724
H 3.0104 3.4646 0.9247
H -1.1433 0.9167 1.3549
H -2.3305 -3.6194 0.4711
H 1.7887 4.7087 1.2822
H 0.2666 5.1397 5.6820
H -4.0622 2.0644 -2.0111
H -4.4320 0.0161 -1.5530
H -1.7761 0.0580 2.7796
H 5.1733 -2.5837 1.4507
H -2.0498 -1.8577 -1.2711
H -0.0624 -0.0994 2.2936
H -0.0619 -2.7734 -1.5693
H -3.1718 6.5136 -2.4765
H 1.1550 4.8709 3.4658
H -3.0171 0.0573 0.6245
H -1.7335 -4.4546 1.8772
H -0.7336 6.8054 -2.0547
H -0.2490 -2.3605 2.3072
H 0.6755 4.8707 -1.4802
H -4.1469 4.2476 -2.3304
H 2.7560 -2.6084 1.0092
H -0.1216 3.7193 6.6546
H 1.1616 1.5227 6.1088
H -3.7086 -2.2640 -0.9681
H 1.3574 -0.9826 3.7767
H -1.9623 -2.3235 2.7172
H -1.3512 -1.6419 -5.9153
H 1.3382 3.1872 0.4893
H -3.3742 -0.6336 -2.8210
H 0.2571 -4.9847 0.8378
H -3.4897 -1.5117 1.2477
H -1.9284 -3.7698 -7.0138
H 0.4669 -3.3344 0.2490
H -1.1938 -5.8660 -3.3500
H 1.4887 4.4240 6.7297
H 6.7433 -1.5124 -0.1868
H -1.8646 -5.9083 -5.7472
H 3.0209 -0.6189 4.1465
H 1.8035 -0.5568 5.4436
*
```

=====

# 3
A structure of composition C35H39BiBrN5O7PS. Source: the OMol25 dataset; level of theory: ωB97M-V/def2-TZVPD.

Values from the calculation:
**HOMO-LUMO gap**: 7.546 eV
**E_tot**: -154714.0684 eV
**HOMO**: -10.915 eV
**E_LUMO**: -3.370 eV

```
! RIJCOSX wB97M-V def2-TZVPD def2/J DEFGRID3
* xyz 1 1
Bi 0.2249 0.4246 -0.2530
Br -3.9288 5.7121 -3.4961
S 2.5569 2.0402 0.3593
P 3.2958 -2.9556 1.2598
O 0.0292 2.0965 -1.6361
O -1.0358 -2.1779 -0.3791
O 1.2041 1.8429 1.0956
O 3.6378 1.7906 1.3046
O 2.4681 0.8492 -0.6154
O -0.2879 0.2083 -2.7033
O 2.6022 3.2925 -0.3161
N 5.2854 -2.0401 -0.4667
N -1.9181 1.5547 0.4321
N 4.8171 -0.6060 1.4469
N -0.9372 -0.3496 2.1777
N 6.0362 -2.6748 1.7533
C -1.9171 3.8343 -0.4149
C -2.1570 0.1583 2.3790
C -0.8640 1.6215 -5.1140
C -2.2632 -4.0533 1.5356
C 5.9110 -1.3211 2.2011
C -2.2409 -2.2476 -0.2113
C -3.8974 3.1612 -2.2593
C 6.3155 -2.7058 0.3172
C -1.1070 2.3738 -6.2511
C -0.8627 -4.4934 1.2157
C -0.4010 2.2493 -3.9617
C -4.2664 -4.3848 2.8706
C -3.0128 -0.2923 3.3695
C 5.1412 -0.6840 -0.0455
C -2.3768 4.7819 -1.3109
C -4.9889 -5.1425 3.9470
C 4.0025 -2.7439 -0.4482
C 4.8761 -3.5052 2.0829
C -0.1997 1.4542 -2.7350
C -4.2471 -2.6765 1.1515
C -1.3283 -1.8643 3.9785
C -3.4474 2.2145 -1.3473
C -0.5360 -1.3350 2.9646
C -4.8918 -3.3580 2.1737
C -0.8818 3.7443 -6.2344
C -5.0017 -1.5884 0.4268
C -2.9592 -4.7200 2.5317
C -0.1689 3.6221 -3.9451
C -2.9157 -3.0123 0.8424
C 3.4847 -1.1926 1.7877
C -0.4091 4.3677 -5.0866
C -2.4627 2.5594 -0.4385
C -2.5926 1.2193 1.4541
C -3.3544 4.4338 -2.2348
C -2.5875 -1.3345 4.1837
H 7.2664 -2.2014 0.1368
H -3.5434 1.7099 1.6698
H 3.2878 -2.1960 -1.0660
H -1.9613 5.7796 -1.3099
H -0.6378 -5.4231 1.7365
H -1.0729 4.3311 -7.1234
H -4.6547 2.9046 -2.9861
H -6.0022 -1.4893 0.8431
H -1.4718 1.8946 -7.1496
H 6.4050 -3.7435 -0.0018
H -0.9581 -2.6781 4.5859
H -5.1984 -6.1612 3.6162
H -4.5081 -0.6172 0.5139
H 4.7241 0.4085 1.6429
H 6.0732 -0.1325 -0.1703
H -4.3820 -5.2154 4.8502
H -3.8401 1.2047 -1.3696
H -2.4709 -5.5348 3.0548
H -0.2289 5.4342 -5.0836
H 6.8360 -0.7764 2.0116
H 2.7280 -0.5525 1.3446
H -1.1129 4.0630 0.2720
H -3.2328 -1.7236 4.9593
H -2.8999 -1.6773 -0.8866
H -1.0315 0.5531 -5.1010
H 0.2038 4.0850 -3.0412
H -5.9358 -4.6702 4.2016
H 3.3776 -1.1278 2.8734
H 0.4551 -1.7341 2.7752
H -5.1091 -1.8076 -0.6365
H 5.6703 -1.2802 3.2633
H 4.3308 -0.1860 -0.5725
H 4.7231 -3.5030 3.1649
H -0.7258 -4.6471 0.1457
H -3.9914 0.1526 3.4933
H 4.1235 -3.7323 -0.8960
H 5.0940 -4.5352 1.7957
H -0.1241 -3.7456 1.5054
H -5.9135 -3.0943 2.4214
*
```

=====

# 4
A structure of composition C35H39N3O3PtS2. Source: the OMol25 dataset; level of theory: ωB97M-V/def2-TZVPD.

Values from the calculation:
**HOMO-LUMO gap**: 2.999 eV
**E_tot**: -72419.0612 eV
**HOMO**: -15.826 eV
**E_LUMO**: -12.826 eV

```
! RIJCOSX wB97M-V def2-TZVPD def2/J DEFGRID3
* xyz 4 1
Pt -1.4167 -1.1857 0.8064
S -5.6474 1.9396 -1.6209
S 1.1679 -7.7083 0.2346
O -0.6981 -1.2138 2.8987
O -1.7781 0.8046 1.3852
O 0.9668 2.3310 0.5708
N 4.7834 5.0629 -2.4352
N -2.9865 -1.3805 -0.4455
N -1.1499 -3.0900 0.3137
C 4.2787 3.9020 -0.2003
C -4.2582 -3.0754 -1.5866
C 1.0433 -6.0580 0.7119
C -0.0859 -5.2360 0.2980
C -1.4473 -2.1981 3.6653
C -7.9427 1.3343 -2.5478
C 3.7101 1.6905 0.8283
C -1.9921 0.8196 2.8199
C -0.8081 0.1160 3.4375
C -6.0023 0.2639 -1.8486
C 5.4028 3.9123 0.5631
C -4.3269 -4.4681 -1.9602
C -0.2596 2.8508 1.0993
C 1.9320 3.3552 0.5578
C 5.7049 2.8231 1.4198
C 3.2891 2.8007 -0.0356
C 4.4947 3.8877 -3.3178
C -1.5143 2.0771 0.7513
C -0.1327 -3.8705 0.6497
C -7.1834 2.4077 -2.1951
C 4.8815 1.7004 1.5274
C -2.2213 -4.9214 -0.8197
C 3.0202 -6.7615 1.7098
C -2.1718 -3.5894 -0.4252
C 2.1124 -5.7023 1.5003
C 3.9880 5.0529 -1.1462
C -1.1574 -5.7433 -0.4326
C 6.2633 5.2624 -2.2665
C -3.3595 -5.3416 -1.6011
C -5.0362 -0.7776 -1.5254
C -7.2675 0.1068 -2.3505
C -3.8864 -0.4664 -0.7718
C -3.1648 -2.6688 -0.8276
C 2.6282 -7.9060 1.0765
C -5.1967 -2.0974 -1.9340
H 3.0061 2.3885 -1.0176
H 3.0050 0.8753 0.9355
H 6.4408 6.1537 -1.6686
H 2.1221 3.7445 1.5643
H -8.9473 1.4171 -2.9334
H 4.9009 2.9928 -2.8508
H -1.3840 -3.1384 3.1268
H -1.1728 -6.7895 -0.7142
H 1.5948 4.1847 -0.0707
H 6.6919 4.3800 -1.8007
H 3.1268 -8.8625 1.0672
H -3.4220 -6.3790 -1.9030
H 5.1587 0.8839 2.1801
H 3.4206 3.8036 -3.4665
H 6.6163 2.8688 2.0081
H -3.7042 0.5433 -0.4320
H -2.9335 0.3044 3.0085
H 4.2027 5.9992 -0.6477
H -7.4445 3.4526 -2.2476
H -2.3316 2.7305 1.0711
H 0.1197 0.6333 3.1933
H -0.1718 3.0183 2.1783
H 0.6553 -3.4162 1.2347
H -6.0527 -2.3757 -2.5353
H 4.9846 4.0454 -4.2756
H 2.2527 -4.7222 1.9354
H -7.7221 -0.8508 -2.5614
H 6.6978 5.3938 -3.2547
H -2.4903 -1.8989 3.7667
H 3.9180 -6.6883 2.3039
H -0.9812 -2.2981 4.6436
H -2.0817 1.8461 3.1757
H 2.9422 5.0563 -1.4479
H -1.6163 1.9203 -0.3209
H 4.4477 5.8947 -2.9294
H -5.1719 -4.8026 -2.5477
H -0.4438 3.8321 0.6441
H -0.9041 0.0744 4.5237
H 6.0955 4.7437 0.5334
*
```

=====

# 5
A structure of composition C35H39N5O7PtSSeSi. Source: the OMol25 dataset; level of theory: ωB97M-V/def2-TZVPD.

Values from the calculation:
**HOMO-LUMO gap**: 6.055 eV
**E_tot**: -146015.6971 eV
**HOMO**: -1.866 eV
**E_LUMO**: 4.189 eV

```
! RIJCOSX wB97M-V def2-TZVPD def2/J DEFGRID3
* xyz -2 1
Pt -0.2649 -0.1846 0.7563
Se 2.0359 -0.1147 1.2854
S 0.7969 -2.8401 -2.9022
Si -0.6336 -1.2723 3.6682
O 1.1556 -4.1123 -2.2999
O 2.4828 -1.6934 1.4185
O -0.5823 -2.5421 2.6028
O 2.8736 0.6053 0.0703
O 2.2923 0.6890 2.6832
O 0.1364 -2.9081 -4.1916
O 0.2765 2.6713 1.5229
N 0.0942 0.1303 -3.4687
N -0.7689 0.1692 2.7144
N 5.7886 0.3068 -3.4735
N -0.4590 1.5997 -1.6650
N 0.0040 -0.6066 -1.2450
C 0.1315 1.1897 -4.2587
C -0.1005 0.3743 -2.1544
C -0.2165 -1.9932 -1.5623
C 0.1277 5.0551 -2.2365
C -2.5881 -0.5073 -0.1650
C -0.0698 2.4920 -3.8268
C -1.8756 -3.8973 -1.8444
C -3.2932 -0.0501 0.9422
C -3.9136 -0.9443 1.8011
C -1.7399 -2.3783 -1.6978
C -3.8081 -2.2975 1.5397
C -1.6282 2.7523 5.2302
C 1.7498 3.5027 0.0542
C 0.2749 -3.6573 2.7461
C -1.2309 3.9419 4.6402
C 4.1650 -0.8371 -2.0829
C 2.1568 4.1823 -1.0143
C 2.6954 -1.5212 -4.3389
C 0.8906 -1.2598 4.7434
C -0.4507 2.6704 2.7375
C -0.6297 3.8734 3.3929
C 3.0030 -1.5749 -1.9441
C -3.0925 -2.7620 0.4427
C -0.8390 3.9609 -1.8716
C -0.4297 2.6297 -2.4844
C 0.6539 3.7905 0.9770
C -1.4477 1.5490 4.5782
C -2.1295 -1.6656 4.7801
C -0.8615 1.4122 3.2900
C 1.4144 5.0921 -1.8898
C 4.6011 -0.4429 -3.3399
C -2.4684 -1.8863 -0.4374
C 3.8689 -0.8059 -4.4745
C 2.2695 -1.8975 -3.0731
C -2.4345 -1.7217 -2.9055
H -2.2504 0.2392 -0.8710
H 4.6804 -0.5212 -1.1852
H -2.0870 2.7500 6.2146
H -1.4055 -4.4334 -1.0177
H 1.3103 -3.3744 2.5326
H 5.7607 0.9409 -4.2573
H 1.0107 -0.2649 5.1834
H 6.0088 0.8135 -2.6283
H -3.0091 -1.0685 4.5296
H -0.0316 -4.4212 2.0240
H 4.2089 -0.4951 -5.4578
H -1.3538 4.8939 5.1422
H -1.8486 4.2159 -2.2069
H -3.4971 -1.9828 -2.8750
H 0.1757 -2.5709 -0.7207
H -0.2040 5.7928 -2.9616
H -1.8997 -1.5026 5.8386
H -1.9972 -2.0715 -3.8376
H -3.0146 -3.8303 0.2969
H 0.3304 0.9854 -5.3103
H -1.7856 0.6534 5.0812
H 2.0825 -1.7662 -5.1971
H 2.0261 5.8248 -2.4138
H 2.4282 2.7200 0.4158
H -4.2687 -3.0147 2.2104
H -3.3250 1.0152 1.1384
H -2.3925 -2.7209 4.6467
H 0.8315 -2.0038 5.5465
H 1.7752 -1.4385 4.1274
H -4.4496 -0.5882 2.6717
H 0.2148 -4.1003 3.7515
H -2.3590 -0.6362 -2.8829
H 3.1949 4.0259 -1.2964
H -0.9115 3.8164 -0.7992
H -2.9347 -4.1674 -1.8890
H -1.4098 -4.2357 -2.7678
H -0.0017 3.3389 -4.4959
H 2.6725 -1.8415 -0.9464
H -0.2580 4.7583 2.8970
*
```

=====

The following ΔE to the lowest compared entry with this formula, charge and spin values (in kcal/mol) correspond, in order, to the records above: 14.19, 5.41, 3.74, 0.00, 5.66.
The following maximum force values (in eV Å⁻¹) correspond, in order, to the records above: 2.26, 0.66, 0.27, 1.22, 0.79.